# 1
{"formula": "C14H20NO3", "method": "ωB97M-V with the def2-TZVPD basis set", "smiles": "C[N@H+]1CCC[C@H](OC(=O)COc2ccccc2)C1", "charge": 1, "e_homo_ha": -0.417, "orbital_gap_ev": 8.9, "de_lowest_kj_mol": 3.3, "symbols": ["C", "C", "C", "C", "O", "H", "H", "H", "H", "C", "H", "C", "H", "H", "C", "H", "H", "C", "C", "H", "C", "H", "N", "H", "C", "H", "C", "H", "H", "H", "H", "C", "O", "H", "C", "H", "H", "O"], "coordinates": [[1.1206, -1.1878, -1.2678], [-4.0638, -1.0123, -0.9238], [-2.9688, 0.7295, 0.9412], [-4.3534, -1.1712, 0.4227], [1.2498, 1.9776, -0.5003], [-1.5051, 2.9428, 0.8061], [-0.7022, -1.4244, -0.1276], [3.0026, -2.0111, -0.5792], [-2.5617, 1.3929, 1.6879], [-3.8072, -0.2981, 1.3449], [2.3856, 0.9002, -0.4516], [2.2385, -0.2007, 1.2290], [-5.0057, -1.9658, 0.7482], [4.8364, -0.5650, 0.4827], [0.2020, 1.7935, 0.0926], [2.4487, 0.6510, 1.8811], [4.7536, 0.5338, -0.9056], [0.7234, -0.3980, 1.1087], [-3.2280, 0.0050, -1.3386], [-0.7683, 3.5256, -0.7213], [-1.0377, 2.6436, -0.1363], [0.7600, -0.2753, -1.7458], [2.8902, 0.0282, -0.0767], [-4.4909, -1.6819, -1.6539], [2.6190, -1.0833, -1.0128], [0.6378, -2.4249, 0.4297], [4.3241, 0.3023, 0.0668], [2.6605, -1.1002, 1.6845], [-4.0345, -0.4074, 2.3943], [4.4787, 1.1552, 0.7244], [0.9311, -2.0099, -1.9570], [0.3754, -1.4404, 0.0399], [-0.0524, 0.8009, 0.9205], [3.1491, -0.8879, -1.9462], [-2.6788, 0.8854, -0.4071], [0.3542, -0.7464, 2.0801], [-2.9999, 0.1533, -2.3822], [-1.8829, 1.8711, -0.9515]], "lowdin_charge": [-0.133, -0.074, -0.030, -0.087, 0.116, 0.138, 0.125, 0.147, 0.108, -0.073, 0.128, -0.050, 0.106, 0.115, -0.389, 0.154, 0.113, -0.217, -0.012, 0.152, -0.062, 0.124, -0.174, 0.109, -0.110, 0.135, 0.014, 0.156, 0.109, 0.113, 0.132, -0.095, 0.062, 0.143, -0.269, 0.171, 0.121, -0.017]}

---

# 2
{"formula": "C14H21AuClSi", "method": "ωB97M-V with the def2-TZVPD basis set", "spin_multiplicity": 3, "charge": -1, "s2": 2.04, "e_homo_ha": [-0.114, -0.145], "orbital_gap_ev": [6.5, 5.2], "de_lowest_kj_mol": 0.0, "symbols": ["H", "C", "C", "H", "C", "H", "C", "H", "H", "C", "H", "C", "C", "C", "H", "H", "C", "H", "H", "H", "H", "H", "H", "H", "H", "Au", "Si", "H", "H", "H", "H", "Cl", "H", "C", "C", "C", "C", "C"], "coordinates": [[-1.5934, -4.6464, 1.5332], [3.7909, -1.1924, -1.7057], [4.7518, 0.4246, -0.3704], [3.4291, -2.1483, -2.0657], [-1.2207, -3.8171, 0.9180], [-1.7394, -1.9883, 3.6236], [-1.1387, -1.4967, 2.8376], [-1.8251, -1.0304, 2.1179], [-2.0559, 2.0162, -0.4902], [0.1070, 1.5725, 2.0436], [5.2512, 0.9101, 0.4625], [0.1817, 1.8304, -0.2853], [4.3722, -0.9488, -0.4271], [-1.2099, 1.7166, 1.5644], [-2.0910, -3.2341, 0.6119], [2.1204, -1.6302, 1.7090], [3.7788, 0.0378, -2.4273], [0.5606, 2.2281, -1.2246], [0.4010, 1.4484, 3.0837], [2.0625, 1.9403, 1.0040], [1.8886, -2.6936, 0.3211], [1.1939, -4.6601, 2.9808], [4.5731, 2.0653, -1.8927], [1.0392, -3.2888, 4.1196], [-0.3597, -4.3422, 3.8096], [0.9373, -0.2707, -0.2588], [-0.0780, -2.7668, 1.9405], [-0.7417, -4.2261, 0.0272], [-0.5167, -0.7180, 3.3034], [4.5061, -1.6924, 0.3572], [3.3769, 0.1712, -3.4293], [0.7846, -1.8089, -2.0190], [-2.0815, 1.7532, 2.2148], [4.3907, 1.0326, -1.6123], [-1.1915, 1.8663, 0.1561], [0.5210, -3.8715, 3.3460], [1.3613, -1.9995, 0.9930], [1.0187, 1.6412, 0.9354]], "lowdin_charge": [0.020, -0.161, -0.102, 0.057, -0.198, 0.026, -0.202, 0.020, 0.075, -0.190, 0.089, -0.322, -0.144, -0.188, 0.024, -0.014, -0.136, 0.069, 0.079, 0.073, -0.046, 0.020, 0.083, 0.021, 0.018, 0.689, 0.382, 0.019, 0.012, 0.084, 0.087, -0.129, 0.080, -0.113, -0.161, -0.219, -0.404, -0.297]}

---

# 3
{"formula": "C14H21BClFNO12PS", "method": "ωB97M-V with the def2-TZVPD basis set", "smiles": "CCB(O)[C@@]1(P(=O)(O)O)[C@H](CCCCl)C(=O)O[C@]1(CC(=O)F)OC#N.O=S1(=O)OCCO1", "e_homo_ha": -0.392, "orbital_gap_ev": 10.3, "symbols": ["C", "H", "O", "O", "H", "O", "C", "H", "H", "O", "C", "H", "H", "C", "H", "C", "Cl", "H", "B", "H", "P", "C", "H", "H", "O", "C", "H", "O", "O", "F", "H", "C", "H", "H", "O", "H", "S", "C", "C", "H", "O", "H", "H", "C", "O", "H", "O", "C", "O", "N", "C", "H", "C"], "coordinates": [[-4.4359, 1.0431, -0.3031], [4.6837, -4.9646, -2.1344], [-3.1698, -0.4324, 1.4169], [-1.4381, 1.1095, -2.8002], [-0.1979, -1.2518, -0.8680], [2.3179, -2.7337, 0.4643], [-0.6793, 3.7607, 1.3657], [5.5567, -5.5336, 0.3543], [5.9073, -3.8812, -1.4148], [-1.4571, -1.6843, 2.7099], [-3.0348, 0.2778, 0.1020], [-1.0738, 4.4914, 2.2236], [-1.3364, 1.7692, -3.5667], [1.7556, -0.1618, -0.3850], [1.5774, 4.1316, 1.1135], [4.8917, -4.2765, -1.3107], [3.4524, 0.3170, -2.7509], [1.9291, 0.9472, -0.0538], [-1.7025, 2.4747, 1.3259], [1.8291, -1.5517, -2.2632], [-1.1774, 2.0660, -1.3674], [-3.7268, -1.9239, -0.7070], [1.0569, 3.7163, 2.8769], [0.5842, -1.7565, 0.7708], [0.4813, 2.6323, -1.4276], [-1.7597, -0.7439, 1.8095], [1.2188, 2.3188, 1.4901], [4.4908, -3.8539, 0.9614], [4.4949, -1.4275, 0.3697], [-6.1865, 0.0913, 1.6507], [2.6406, -0.7929, 0.1080], [1.9014, -0.3885, -2.0200], [-5.0454, 0.4937, -1.1660], [0.5764, 3.1471, -2.3046], [-2.8262, 2.4628, 2.3273], [-2.4841, 1.8779, 3.0653], [3.7326, -2.6396, 0.1797], [4.6949, -4.9336, 0.0529], [-0.6176, 0.1712, 1.0002], [3.7954, -5.5581, 0.0632], [-5.8074, 2.4576, 1.3527], [0.0454, 0.5270, 1.8967], [-0.6584, 4.4081, 0.3866], [-1.6583, 1.2123, 0.2734], [-2.0997, 3.3750, -1.5306], [0.9627, 0.1023, -2.5193], [3.9826, -3.1774, -1.3390], [0.3270, -0.8135, 0.0858], [-2.7724, -0.8112, -0.8535], [-4.6606, -2.8528, -0.6923], [-5.4983, 1.2098, 0.9522], [-4.2563, 2.1470, -0.7203], [0.8741, 3.4064, 1.7493]], "lowdin_charge": [0.044, 0.140, 0.002, -0.218, 0.131, -0.259, -0.158, 0.139, 0.136, 0.031, -0.318, 0.128, 0.107, -0.229, 0.096, -0.165, 0.470, 0.104, -0.337, 0.101, 0.798, -0.110, 0.092, 0.123, -0.216, -0.169, 0.048, -0.182, -0.227, -0.016, 0.053, -0.559, 0.159, 0.120, 0.039, 0.127, 0.684, -0.170, -0.110, 0.135, 0.011, 0.168, 0.107, -0.176, -0.369, 0.056, -0.198, -0.123, -0.051, 0.141, -0.153, 0.153, -0.131]}

---

# 4
{"formula": "C14H21BrF2INO3PS", "method": "ωB97M-V with the def2-TZVPD basis set", "charge": 1, "e_homo_ha": -0.441, "orbital_gap_ev": 7.1, "symbols": ["H", "C", "C", "C", "C", "Br", "C", "H", "H", "C", "H", "H", "H", "H", "O", "H", "C", "C", "C", "H", "I", "H", "O", "H", "H", "H", "C", "F", "H", "C", "C", "N", "H", "H", "H", "H", "S", "F", "C", "H", "H", "H", "C", "P", "O"], "coordinates": [[-1.8211, 3.3677, -1.1526], [3.4815, -2.9775, 2.2961], [-0.4641, 4.8805, -0.6162], [-1.6798, -2.5189, -0.1545], [-0.0578, -0.2528, -0.5438], [0.0195, -3.5314, 1.8610], [-0.4986, -2.2858, 0.5593], [-0.8902, 6.7183, 0.3938], [-2.9223, -3.7544, 1.0588], [1.3086, -0.9026, 3.0952], [1.9709, -0.2215, 3.6115], [1.7719, -0.2547, -2.2978], [3.7132, -2.0186, 0.4154], [-2.1246, 4.9137, -1.9837], [-4.5443, -2.4029, -0.9900], [0.3630, 1.7227, -1.2564], [2.8929, -2.3981, 1.0151], [-1.2471, -0.4127, -1.2964], [-2.4209, -3.8113, 0.0989], [4.0141, -2.2297, 2.8742], [-1.6531, 1.0418, -2.7572], [2.3575, -3.1516, 0.4469], [-4.0941, -0.5931, -2.5542], [-1.6987, -4.6186, 0.1177], [-3.1127, -4.0619, -0.6804], [1.3518, -1.8906, 3.5317], [2.0598, 0.5313, -1.6003], [2.4878, 1.6236, -2.2944], [0.8040, 6.5130, -0.0947], [-0.2289, 6.3502, -0.3919], [-1.8475, 4.4487, -1.0362], [0.2886, -1.1976, 0.3700], [4.2052, -3.7400, 2.0249], [1.1672, 1.3299, 0.2186], [2.8794, 0.1847, -0.9755], [-0.4285, 6.9044, -1.3100], [-3.6618, -1.7574, -1.8879], [-3.1996, -2.7906, -2.9362], [0.8536, 0.9177, -0.7311], [-2.5794, 4.7245, -0.2758], [2.7278, -3.4612, 2.9064], [0.2748, -0.5695, 3.1253], [-2.0748, -1.5198, -1.0704], [1.8417, -0.9069, 1.3334], [0.4149, 4.0591, -0.4666]], "lowdin_charge": [-0.019, -0.160, -0.488, -0.224, -0.262, 1.033, -0.559, 0.090, 0.105, -0.282, 0.049, 0.127, 0.069, 0.093, -0.210, 0.015, -0.430, -0.502, -0.071, 0.082, 1.257, 0.050, -0.322, 0.064, 0.065, -0.014, -0.214, -0.007, 0.085, -0.014, -0.036, -0.120, 0.085, 0.092, 0.092, 0.091, 0.614, -0.093, -0.219, 0.092, 0.037, 0.050, -0.198, 1.050, 0.057]}

---

# 5
{"formula": "C14H21CdFINO3S", "method": "ωB97M-V with the def2-TZVPD basis set", "charge": 2, "e_homo_ha": -0.500, "orbital_gap_ev": 1.9, "symbols": ["H", "H", "N", "O", "O", "C", "H", "C", "H", "F", "H", "H", "H", "H", "H", "H", "O", "C", "C", "H", "H", "H", "C", "H", "H", "C", "H", "C", "C", "C", "C", "S", "C", "H", "Cd", "H", "I", "H", "C", "H", "C", "H", "C"], "coordinates": [[3.3563, -3.3031, -2.1046], [-1.5872, -2.3372, -0.6667], [-2.5073, -0.5343, -1.4472], [-0.8230, -0.6683, 0.4191], [-3.0319, 0.6608, -3.7736], [3.3280, -2.2490, -1.5563], [-0.6907, 2.1543, 0.9583], [1.6500, 2.7205, 0.6311], [4.0578, 2.7680, 0.2414], [-2.5084, 2.3737, -1.7329], [-3.0335, 0.7225, 0.2414], [2.2189, 4.6630, 1.7624], [-5.1442, -1.5271, 0.5654], [2.2232, -4.2077, 0.5529], [-2.5782, -0.5690, 2.3767], [1.3651, 4.9093, 0.0263], [-0.6915, 0.9325, -2.9663], [0.4418, 0.0714, 0.2948], [-1.2739, -1.2069, -0.8914], [1.1595, -2.6759, -0.9457], [-3.5156, -2.4462, 0.3406], [4.3176, 0.0881, -0.3952], [2.0817, -2.1591, -0.4444], [-3.7634, -1.9503, 2.9150], [1.9730, -2.8070, 1.8165], [-3.9583, -1.3957, 0.6132], [-4.4003, -0.1239, 2.5561], [2.5320, -3.0901, 0.8280], [3.1081, 2.0810, 0.2371], [-3.6594, -0.9933, 2.2091], [1.8979, -0.5650, -0.1107], [-2.1530, 0.8288, -2.4730], [0.3610, 1.7033, 0.6528], [3.6993, -3.0544, 0.9357], [2.4403, 6.2623, 2.4598], [4.3458, -2.0248, -1.0121], [-5.4294, 0.6156, -1.2269], [-0.3652, -1.2754, -1.6254], [3.2167, 0.4561, -0.1413], [0.3008, 4.3944, 1.5697], [-3.5182, -0.1714, -0.3828], [3.1898, -1.3689, -2.3506], [1.3681, 4.2981, 1.0434]], "lowdin_charge": [0.124, 0.175, -0.222, -0.109, -0.333, -0.094, 0.130, -0.086, 0.120, -0.279, 0.098, -0.180, 0.083, 0.122, 0.058, 0.133, -0.336, -0.030, -0.170, 0.139, 0.113, 0.126, -0.324, 0.102, 0.098, -0.274, 0.100, -0.068, 0.069, -0.123, 0.080, 0.838, 0.116, 0.100, 1.185, 0.082, 0.916, 0.142, 0.080, 0.114, -0.704, 0.105, -0.220]}

---

# 6
{"formula": "C14H21ClO8", "method": "ωB97M-V with the def2-TZVPD basis set", "smiles": "COC[C@]1(Cl)[C@@H](CCCOC(C)=O)C(=O)O[C@]1(O)CCOC=O", "e_homo_ha": -0.376, "orbital_gap_ev": 10.5, "symbols": ["C", "O", "O", "C", "H", "O", "H", "H", "O", "C", "O", "H", "Cl", "C", "H", "C", "O", "H", "C", "H", "H", "H", "H", "C", "C", "H", "H", "C", "C", "H", "C", "O", "H", "H", "H", "H", "H", "C", "H", "O", "C", "C", "H", "H"], "coordinates": [[6.3183, 1.1348, -0.0329], [-1.0914, 0.1781, -3.0404], [-6.1306, -0.5926, -0.8205], [0.7379, -0.4155, 0.1374], [2.6286, -1.7682, -0.0624], [2.0293, -1.7428, 1.9336], [-7.8347, 0.4730, 0.8215], [4.0666, 2.4854, -0.7783], [1.2817, 2.0960, 0.2276], [-3.0545, -1.0291, -0.6339], [6.7231, 2.2986, 0.1348], [-7.5687, 1.7837, -0.4250], [0.0789, 0.2533, 1.7272], [-3.6294, -0.0944, 0.5652], [1.0676, -2.6523, 0.3352], [-0.4569, 0.1017, -1.9821], [0.4448, 1.1630, -1.6153], [4.0056, 1.2334, 0.5534], [4.0884, 1.3467, -0.5916], [-3.8305, -1.8789, -0.7233], [6.6869, 0.3259, 0.7015], [-3.0865, -0.4810, -1.6285], [2.8864, 0.1597, 2.0570], [-7.0766, 1.2501, 0.4698], [-0.3550, -1.0260, -0.8596], [-1.6938, -2.8247, -0.6237], [0.1374, -1.8898, -1.4502], [2.8214, 0.7067, -1.3270], [-1.6646, -1.7306, -0.2749], [1.9993, 2.1575, 0.8923], [-5.8338, 0.4293, -0.1617], [5.3698, 0.8458, -1.0770], [4.0843, -1.2034, 1.4487], [-4.1544, -0.7250, 1.3766], [-6.7565, 1.9728, 1.2846], [-1.5796, -1.7808, 0.8754], [2.7096, 1.2604, -2.3313], [3.2214, -0.9431, 2.1501], [3.0867, -0.3684, -1.5962], [-4.5238, 0.9268, 0.0326], [1.6543, -1.6838, 0.5214], [1.4331, 0.8879, -0.5601], [-2.7748, 0.4602, 1.1023], [3.5346, -1.1007, 3.2473]], "lowdin_charge": [-0.242, 0.103, 0.050, -0.496, 0.123, -0.266, 0.090, 0.150, -0.046, -0.143, 0.058, 0.097, 0.758, -0.162, 0.141, -0.298, 0.012, 0.107, -0.193, 0.116, 0.165, 0.118, 0.071, 0.000, -0.163, 0.123, 0.164, -0.032, -0.143, 0.093, -0.413, -0.094, 0.098, 0.144, 0.082, 0.110, 0.151, -0.113, 0.127, -0.071, -0.179, -0.417, 0.107, 0.113]}

---

| no. | DFT total energy (a.u.) |
| --- | --- |
| 1 | -825.72512 |
| 2 | -1431.38705 |
| 3 | -2827.87290 |
| 4 | -4637.23191 |
| 5 | -1788.69886 |
| 6 | -1608.01249 |